{"formula": "C4H11O", "method": "ωB97M-V with the def2-TZVPD basis set", "e_homo_ev": -1.8, "energy_ha": -234.19390, "lumo_energy_ev": 3.52, "total_charge": -1, "de_lowest_kcal_mol": 10.9, "symbols": ["H", "H", "C", "H", "H", "C", "H", "H", "H", "H", "O", "C", "H", "H", "C", "H"], "coordinates": [[2.4994, -0.5747, 0.1248], [-3.2634, -0.2511, 0.1168], [3.1745, -0.1285, -0.6821], [-1.6744, 0.9108, 1.9063], [-2.5001, -1.2427, -1.1126], [-1.0755, -0.2834, 0.1494], [-0.2740, -0.1606, -0.5893], [-0.4438, 1.6738, 0.8575], [-2.5078, 0.5010, -1.2981], [2.6192, 0.8140, -0.9480], [3.5119, -0.9667, -1.6603], [-0.8053, 0.7253, 1.2805], [0.0154, 0.3213, 1.8685], [4.0393, 0.2221, -0.0454], [-2.4218, -0.2994, -0.5707], [-0.8937, -1.2611, 0.6028]]}